1.
Computed, not measured: C6H9NO in the gas phase at a distorted geometry, with wB97M-V/def2-TZVPD.

LUMO energy (eV): 0.880
Energy above the lowest of the compared OMol25 structures with the same formula, charge and spin (kJ/mol): 762.1
SMILES: C1[C@@H]2O[C@H]2C[C@H]2N[C@H]12
Multiplicity: 1
Orbital gap (eV): 9.725

Each line ends with the Löwdin charge.
CARTESIAN COORDINATES (ANGSTROEM)
C: -0.15 -1.61 -0.24  -0.06
C: 1.13 -0.74 0.36  -0.20
C: 0.96 0.56 -0.41  -0.30
C: 0.08 1.67 0.16  0.00
C: -1.13 0.71 -0.32  -0.28
C: -0.96 -0.63 0.33  -0.29
H: -0.06 -1.73 -1.37  0.15
H: -0.22 -2.64 -0.07  0.08
H: 1.00 -0.72 1.44  0.13
H: 2.53 0.39 0.77  0.04
H: 0.73 0.27 -1.42  0.12
H: -0.03 1.54 1.26  0.12
H: 0.24 2.73 -0.09  0.11
H: -0.79 0.44 -1.29  0.11
H: -0.85 -0.69 1.38  0.14
N: 2.33 0.01 -0.08  0.10
O: -2.30 0.07 0.08  0.03

---

2.
Computed, not measured: 2 unconnected molecules or ions with the total composition C6H9NO at a distorted geometry, with wB97M-V/def2-TZVPD.

LUMO energy (eV): 0.665
Energy above the lowest of the compared OMol25 structures with the same formula, charge and spin (kJ/mol): 170.5
SMILES: c1ccncc1.CO
Multiplicity: 1
Orbital gap (eV): 10.652

Each line ends with the Löwdin charge.
CARTESIAN COORDINATES (ANGSTROEM)
C: -3.29 0.17 0.17  -0.20
C: 0.32 -0.55 0.30  -0.17
C: 0.66 0.84 0.16  -0.03
C: 1.99 1.18 -0.09  -0.04
C: 2.95 0.10 -0.24  -0.04
C: 2.46 -1.16 -0.08  -0.15
H: -1.56 -0.53 -0.52  0.06
H: -4.30 0.17 -0.22  0.07
H: -3.35 -0.26 1.21  0.09
H: -3.00 1.24 0.15  0.08
H: -0.61 -0.95 0.59  0.09
H: -0.13 1.55 0.00  0.09
H: 2.29 2.15 -0.29  0.07
H: 3.98 0.30 -0.50  0.10
H: 2.99 -2.03 -0.20  0.07
N: 1.19 -1.52 0.20  0.07
O: -2.57 -0.71 -0.63  -0.16

---

3.
Computed, not measured: a molecular structure, C6H9NO at a distorted geometry, with wB97M-V/def2-TZVPD.

LUMO energy (eV): -0.966
Energy above the lowest of the compared OMol25 structures with the same formula, charge and spin (kJ/mol): 1310.0
Multiplicity: 1
Orbital gap (eV): 7.462

Each line ends with the Löwdin charge.
CARTESIAN COORDINATES (ANGSTROEM)
C: 0.12 0.58 0.33  -0.58
C: 1.70 0.26 0.55  -0.10
C: 1.47 -1.11 -0.12  -0.14
C: 0.14 -0.82 0.10  -0.50
C: -1.86 -0.19 -0.03  -0.10
C: -1.21 0.60 0.98  -0.01
H: -0.94 2.58 -0.94  0.23
H: 2.00 1.98 -1.12  0.22
H: 2.02 0.37 1.68  0.13
H: 2.26 1.25 -0.20  0.06
H: 1.97 -2.06 0.21  0.14
H: 1.78 -0.70 -1.21  0.16
H: 0.10 -1.50 0.99  0.18
H: -2.96 -0.29 -0.20  0.14
H: -1.66 1.45 1.59  0.12
N: 0.24 1.39 -0.90  0.03
O: -1.05 -1.10 -0.66  0.01

---

4.
Computed, not measured: 2 unconnected molecules or ions with the total composition C6H9NO at a distorted geometry, with wB97M-V/def2-TZVPD.

LUMO energy (eV): 0.710
Energy above the lowest of the compared OMol25 structures with the same formula, charge and spin (kJ/mol): 301.7
SMILES: N=C=CC=O.C=CC
Multiplicity: 1
Orbital gap (eV): 9.907

Each line ends with the Löwdin charge.
CARTESIAN COORDINATES (ANGSTROEM)
C: -1.56 0.83 0.16  -0.06
C: -2.39 -0.19 0.88  -0.31
C: 1.11 -0.04 1.54  -0.03
C: 1.42 -0.66 0.42  -0.26
C: -1.48 0.62 -1.14  -0.17
C: 1.98 -0.03 -0.77  -0.12
N: -1.40 0.31 -2.32  0.18
O: -3.12 -0.91 0.33  0.06
H: -0.96 1.48 0.67  0.07
H: -2.18 -0.38 1.96  0.12
H: 1.38 0.99 1.69  0.06
H: 0.55 -0.44 2.35  0.04
H: 1.11 -1.68 0.14  0.11
H: 2.81 -0.48 -1.28  0.07
H: 1.12 0.08 -1.44  0.05
H: 2.39 0.97 -0.58  0.09
H: -0.80 -0.48 -2.62  0.10

---

- Which value of energy above the lowest of the compared OMol25 structures with the same formula, charge and spin does entry 4 give?
  301.7 kJ/mol

---

- What is the formula in the fourth record?
  C6H9NO

---

Please write out number 4 again, unchanged.
Computed, not measured: 2 unconnected molecules or ions with the total composition C6H9NO at a distorted geometry, with wB97M-V/def2-TZVPD.

LUMO energy (eV): 0.710
Energy above the lowest of the compared OMol25 structures with the same formula, charge and spin (kJ/mol): 301.7
SMILES: N=C=CC=O.C=CC
Multiplicity: 1
Orbital gap (eV): 9.907

Each line ends with the Löwdin charge.
CARTESIAN COORDINATES (ANGSTROEM)
C: -1.56 0.83 0.16  -0.06
C: -2.39 -0.19 0.88  -0.31
C: 1.11 -0.04 1.54  -0.03
C: 1.42 -0.66 0.42  -0.26
C: -1.48 0.62 -1.14  -0.17
C: 1.98 -0.03 -0.77  -0.12
N: -1.40 0.31 -2.32  0.18
O: -3.12 -0.91 0.33  0.06
H: -0.96 1.48 0.67  0.07
H: -2.18 -0.38 1.96  0.12
H: 1.38 0.99 1.69  0.06
H: 0.55 -0.44 2.35  0.04
H: 1.11 -1.68 0.14  0.11
H: 2.81 -0.48 -1.28  0.07
H: 1.12 0.08 -1.44  0.05
H: 2.39 0.97 -0.58  0.09
H: -0.80 -0.48 -2.62  0.10